Record 1
A molecular structure, C19H19N3O3PSm, computed with ωB97M-V with the def2-TZVPD basis set.

Each line ends with the Mulliken charge.
Geometry (Å):
1 Sm -0.16600 0.71000 -0.27300  1.56
2 P -0.57930 3.81490 0.74790  1.13
3 O -0.18150 0.97390 5.22880  -0.44
4 O 0.04470 -0.62680 6.93370  -0.49
5 O -0.00110 2.83750 -0.27270  -0.72
6 N -0.08160 -0.47810 1.56920  -0.42
7 N 2.17640 0.27940 0.18990  -0.31
8 N -2.46920 -0.01340 0.29040  -0.23
9 C 3.58920 -0.68880 1.87260  -0.64
10 C 1.11750 -0.38320 2.26860  0.82
11 C -1.25440 -0.61470 2.30220  0.76
12 C 1.18300 -0.38850 3.62350  -1.13
13 C -1.27870 -0.64080 3.66030  -1.03
14 C -0.04560 -0.14990 5.86930  -0.08
15 C -3.60230 0.03120 -0.43940  -0.23
16 C 4.53830 0.09660 -0.17710  -0.77
17 C 0.73890 4.79400 1.50060  -1.11
18 C -1.38790 2.80820 2.05480  -1.02
19 C -2.49150 -0.68780 1.47980  0.29
20 C 2.33590 -0.27500 1.42410  0.44
21 C -0.05300 -0.35700 4.40750  1.23
22 C -1.80620 4.87730 -0.05310  -1.13
23 C 3.26720 0.46760 -0.57690  -0.12
24 C -4.78890 -1.30150 1.14120  -0.51
25 C -3.63910 -1.34920 1.90970  -0.59
26 C 4.69840 -0.50440 1.06540  -0.43
27 C -4.77580 -0.58450 -0.04910  -0.74
28 H -3.61640 -1.91860 2.82250  0.52
29 H -1.77410 3.45500 2.84180  0.57
30 H 5.67210 -0.82850 1.39820  0.47
31 H 1.27490 5.32150 0.71240  0.40
32 H -5.68530 -1.80360 1.46730  0.48
33 H -3.55830 0.59770 -1.36910  0.43
34 H -2.59930 4.26480 -0.48380  0.32
35 H 5.38660 0.25910 -0.82340  0.42
36 H -0.64270 2.13490 2.50650  0.21
37 H 3.68690 -1.17400 2.83160  0.48
38 H -2.18500 -0.78270 4.22310  0.47
39 H 3.10050 0.93410 -1.54830  0.43
40 H 1.42960 4.13440 2.02570  0.33
41 H 2.12190 -0.33480 4.14910  0.45
42 H 0.33020 5.51840 2.19940  0.41
43 H -2.23000 2.24040 1.63140  0.25
44 H -1.30560 5.42290 -0.85380  0.40
45 H -5.65720 -0.50740 -0.66450  0.43
46 H -2.23790 5.58780 0.64630  0.41

Properties
highest occupied orbital energy (spin up / spin down)	-13.65 / -13.67	eV
LUMO level (spin up / spin down)	-7.5 / -6.7	eV
spin multiplicity	6
charge	+2
F_max	2.076	eV Å⁻¹
gap between HOMO and LUMO (spin up / spin down)	6.16 / 6.94	eV
electronic energy	-2124.28878	Ha

---

Record 2
A molecular structure, C21H36P2PbS, computed with ωB97M-V with the def2-TZVPD basis set.

Each line ends with the Mulliken charge.
Geometry (Å):
1 Pb -2.58167 -0.97618 -0.93935  0.68
2 S -1.75815 1.03440 0.55865  -0.39
3 P -0.39288 -1.87045 -4.77058  1.06
4 P -0.28332 2.00514 -5.19424  1.44
5 C -1.75775 -2.49719 -3.74683  -1.24
6 C -1.40180 0.52992 2.18393  0.38
7 C -0.05216 0.41900 2.58755  -0.42
8 C 2.23781 -0.18767 -4.99898  -0.96
9 C -1.38764 -2.39817 0.36628  -1.39
10 C 3.36323 0.48574 -4.30642  -1.17
11 C 3.00186 1.44530 -3.09292  -0.65
12 C 0.89534 3.10939 -6.04333  -1.64
13 C -0.04529 0.62884 -2.80903  -0.48
14 C -2.44073 0.33304 3.12074  -0.44
15 C -0.78464 0.05460 4.86384  -0.42
16 C -1.90192 2.80561 -5.12201  -1.39
17 C 0.85465 -0.60231 -2.84368  -1.43
18 C -0.36745 0.57949 -6.33959  -1.26
19 C 1.86013 2.31715 -3.29527  -1.47
20 C 0.11518 -3.27888 -5.83380  -1.46
21 C 1.35795 -1.10736 -4.19482  0.13
22 C 0.24776 0.17218 3.92192  -0.45
23 C -2.11399 0.11521 4.45475  -0.44
24 C 0.44871 1.89626 -3.49030  -0.05
25 C -1.18875 -0.61764 -5.84304  -1.16
26 H -1.73372 -2.28315 1.41700  0.40
27 H 4.02036 -0.33054 -3.85766  0.19
28 H -0.32880 -2.16954 0.32706  0.34
29 H 2.40988 -0.36916 -6.04938  0.47
30 H 3.99721 1.02739 -4.97623  0.36
31 H 1.19785 3.92566 -5.36770  0.42
32 H -2.49113 -1.71115 -3.52693  0.14
33 H 2.97947 0.84258 -2.17874  0.29
34 H 0.64616 0.32530 -6.66191  0.35
35 H -3.46673 0.38929 2.77404  0.35
36 H 1.79530 2.53753 -6.31763  0.36
37 H -2.91270 -0.00614 5.18555  0.34
38 H -1.52953 -1.19181 -6.71816  0.69
39 H 2.03351 3.38658 -3.24336  0.47
40 H 0.45688 3.53523 -6.95677  0.49
41 H 1.06567 -3.06578 -6.37212  0.35
42 H 3.86854 2.12532 -2.98253  0.37
43 H 1.67613 -0.49075 -2.13934  0.63
44 H 1.99469 -2.02593 -4.04451  0.71
45 H -1.99338 3.54572 -5.91624  0.42
46 H -1.60833 -3.41745 0.01761  0.41
47 H -2.10552 -0.29113 -5.31993  0.40
48 H -2.29457 -3.26325 -4.33701  0.41
49 H -0.66430 -3.49663 -6.55894  0.48
50 H 0.27711 -4.15291 -5.20362  0.42
51 H -0.22361 0.90701 -1.75866  -0.38
52 H 1.29219 0.08539 4.23140  0.36
53 H 0.73294 0.56762 1.83601  0.40
54 H -1.06577 0.39365 -3.17421  0.25
55 H 0.26001 -1.43326 -2.41052  0.62
56 H -2.69737 2.06282 -5.23058  0.39
57 H -0.86424 0.99004 -7.24571  0.65
58 H -0.53928 -0.08414 5.91885  0.35
59 H -2.01779 3.31337 -4.15853  0.43
60 H -0.13443 2.76054 -3.12148  0.88
61 H -1.40056 -2.96875 -2.82786  0.38

Properties
ΔE to the lowest compared entry with this formula, charge and spin	566.16	kJ/mol
highest occupied orbital energy	-4.27	eV
LUMO level	-0.9	eV
charge	0
F_max	2.833	eV Å⁻¹
gap between HOMO and LUMO	3.33	eV
electronic energy	-2095.19191	Ha

---

Record 3
C17H18BrNO3S2 in the gas phase, computed with ωB97M-V with the def2-TZVPD basis set.

Each line ends with the Mulliken charge.
Geometry (Å):
1 Br -5.08344 -3.18890 2.96295  -0.14
2 S -0.65196 3.74271 -3.02450  -0.25
3 S -2.21651 0.57632 -2.46833  -0.15
4 O -0.40361 -2.22458 -1.81122  -0.16
5 O -6.64205 -1.02511 1.02107  -0.48
6 O 3.60980 2.01782 0.48078  -0.38
7 N -0.53344 -1.55226 -0.62488  -0.02
8 C 1.66583 2.85761 -1.17373  -0.28
9 C -1.99744 -1.42962 -0.23923  0.14
10 C 1.01567 -2.50720 -2.09870  -0.06
11 C 3.53720 2.22398 3.09854  -0.49
12 C 2.65737 0.81182 3.26459  -0.68
13 C 0.14111 -0.20163 -0.77233  -0.10
14 C 1.16975 -3.84494 -3.09079  -0.99
15 C 0.21082 2.48670 -1.90829  0.15
16 C -2.61010 -2.34451 1.01787  -0.36
17 C -4.22049 -2.19383 1.43351  -0.09
18 C 2.32778 1.66187 -0.21037  0.11
19 C 1.58793 0.18479 -0.04441  -0.26
20 C 3.17805 2.88990 1.62191  -0.47
21 C -4.64732 -0.25909 -0.68550  -0.46
22 C -0.52811 1.02374 -1.69320  0.10
23 C -3.04520 -0.41969 -1.06369  0.39
24 C -5.21016 -1.15601 0.59531  0.18
25 H 2.20390 3.89404 -1.27994  0.33
26 H 2.23237 -3.82869 -3.63397  0.32
27 H 1.55843 -1.63241 -2.70313  0.22
28 H 1.66093 -2.64036 -1.10321  0.21
29 H -1.27360 4.70475 -2.21237  0.16
30 H 3.16962 2.96086 3.96248  0.28
31 H 0.38120 -3.70529 -3.96739  0.28
32 H 3.62379 3.98680 1.49719  0.27
33 H 0.99125 -4.85133 -2.52051  0.27
34 H 2.74758 0.34685 4.33466  0.34
35 H -5.37573 0.47080 -1.26994  0.29
36 H -6.68735 -0.32841 1.76693  0.34
37 H 4.68895 2.05904 3.27093  0.30
38 H -1.93283 -3.10550 1.63316  0.32
39 H 2.05832 -0.64878 0.63260  0.20
40 H 1.98909 2.99429 1.60302  0.32
41 H 1.55339 1.10759 2.97342  0.23
42 H 3.09921 0.08583 2.42870  0.08

Properties
highest occupied orbital energy	-8.20	eV
LUMO level	-0.8	eV
structure (SMILES)	CCCOc1cc(S)c2c(c1)N(OCC)c1cc(Br)c(O)cc1S2
charge	0
F_max	5.721	eV Å⁻¹
gap between HOMO and LUMO	7.44	eV
electronic energy	-4308.63578	Ha

---

Record 4
A molecular structure, C20H28CaF3O5S, computed with ωB97M-V with the def2-TZVPD basis set.

Each line ends with the Mulliken charge.
Geometry (Å):
1 Ca -0.75933 -0.59944 -0.60853  1.52
2 S -3.61641 -0.05066 -0.24334  1.20
3 F -5.43609 1.54264 -1.44689  -0.22
4 F -3.69218 1.01172 -2.66957  -0.20
5 F -5.26786 -0.47362 -2.29138  -0.23
6 O -4.61009 -0.21450 0.77118  -0.60
7 O 0.78419 -6.69998 -1.42348  -0.37
8 O -2.53982 0.95049 -0.02718  -0.51
9 O 0.72844 -2.50454 -0.49505  -0.33
10 O -2.95151 -1.29708 -0.74161  -0.95
11 C 1.21255 1.82131 -1.02330  -0.56
12 C -0.08888 2.18050 -1.44769  -0.23
13 C 1.63667 -4.44782 -0.26607  -0.21
14 C 3.11834 -2.44164 0.12883  -1.45
15 C -0.24082 -7.69366 -1.60454  -0.55
16 C 2.06883 -3.06638 -0.74932  1.51
17 C 1.91746 -8.84018 -1.79148  -0.53
18 C -0.97675 -0.56558 2.54050  -1.00
19 C 2.09653 -7.34104 -1.50914  -0.41
20 C -0.44881 1.33171 -2.52510  -0.94
21 C 0.39287 -0.94492 2.36592  -0.45
22 C 2.41500 -2.97022 -2.22695  -1.62
23 C 0.26009 -3.83409 -0.06642  -0.83
24 C 0.40659 -9.09505 -1.59946  -0.50
25 C 1.65235 0.72519 -1.80954  -0.07
26 C -1.07603 0.84080 2.29781  -0.35
27 C -4.57434 0.54638 -1.73839  0.51
28 C 1.13471 0.23262 2.03416  -0.39
29 C 0.62362 0.42244 -2.75093  -0.87
30 C 0.23053 1.33144 2.01368  -0.58
31 H 3.35556 -3.49908 -2.45239  0.40
32 H -0.97884 -7.56638 -0.79996  0.26
33 H 2.08522 -4.82482 0.65520  0.36
34 H 2.21212 0.28561 1.87937  0.35
35 H 2.55388 -9.43223 -1.13435  0.30
36 H -1.78856 -1.20995 2.85774  0.41
37 H 2.84088 -2.54217 1.18322  0.33
38 H -0.09833 -3.81443 0.97003  0.31
39 H 1.62994 -3.39304 -2.86516  0.33
40 H 2.22140 -9.04615 -2.81781  0.25
41 H 2.64313 0.26374 -1.76262  0.54
42 H -0.48257 -4.23213 -0.76335  0.27
43 H 4.08640 -2.94058 -0.02513  0.43
44 H 0.22827 -9.58179 -0.63927  0.26
45 H -0.02201 -9.72698 -2.37500  0.30
46 H -1.35851 1.41395 -3.12461  0.37
47 H 2.55712 -1.91379 -2.50187  0.28
48 H 2.66463 -6.82866 -2.30804  0.26
49 H 3.23124 -1.37869 -0.12286  0.13
50 H -0.67721 3.01906 -1.06455  0.31
51 H 0.67952 -0.32630 -3.54765  0.35
52 H 1.80301 2.32974 -0.25518  0.43
53 H 1.62860 -5.14868 -1.08733  0.01
54 H -1.96978 1.44031 2.39624  0.42
55 H -0.74276 -7.50072 -2.56578  0.30
56 H 0.48575 2.37431 1.84630  0.44
57 H 2.65851 -7.18065 -0.56681  0.28
58 H 0.80573 -1.93502 2.53152  0.51

Properties
highest occupied orbital energy	-3.27	eV
LUMO level	2.0	eV
charge	-1
F_max	2.558	eV Å⁻¹
gap between HOMO and LUMO	5.32	eV
electronic energy	-2530.54934	Ha